No. 1
The following is a quantum chemistry calculation of a molecular structure, C22H28AuN6S, from the Open Molecules 2025 dataset.

Structure (ORCA input):
```
! wB97M-V def2-TZVPD RIJCOSX def2/J DEFGRID3
* xyz 3 1
H -2.786 0.524 1.939
N 3.943 1.034 0.595
C -1.908 2.196 0.872
H 3.384 1.859 0.747
C -0.490 0.932 -4.931
H -2.693 2.958 0.933
H 1.570 -1.496 1.447
H 6.042 1.329 0.456
H -2.369 1.895 2.926
C 1.270 -1.047 3.521
C -2.019 1.286 2.095
H 5.423 -1.742 0.574
C -1.990 -2.665 0.195
H -0.910 3.005 -1.307
C -0.771 0.560 2.552
H -0.428 1.251 -5.963
H -5.330 -0.836 0.248
C 5.290 1.072 1.198
C -3.222 -0.711 -0.097
C -0.487 0.525 3.911
H -3.041 -4.438 0.743
C -1.028 1.776 -3.971
H 6.101 -0.812 -0.784
S 1.900 0.707 -1.055
H -1.088 1.120 4.585
C 1.001 -0.943 2.180
H 2.052 -1.710 3.863
N 0.008 -0.157 1.705
N -2.052 -1.354 -0.103
N -0.589 0.154 -2.298
C -0.047 -0.331 -4.558
H -3.482 0.680 -1.651
H 5.281 1.843 1.962
Au -0.238 -0.115 -0.302
C 5.308 -1.488 -0.475
H -4.097 1.248 -0.109
N -2.011 1.459 -0.397
C -1.084 1.366 -2.653
H -2.523 2.800 -1.959
H 5.541 0.128 1.668
H 3.444 -1.361 -1.464
C -3.261 0.723 -0.581
H -0.952 2.722 0.881
C -3.118 -3.383 0.523
C -4.390 -1.372 0.241
H 0.706 -0.335 5.471
N 3.977 -0.909 -0.739
C -4.339 -2.720 0.557
C -1.657 2.253 -1.574
C -0.100 -0.686 -3.232
H -1.017 -3.135 0.150
C 0.520 -0.283 4.406
H -1.404 2.754 -4.240
H 5.388 -2.400 -1.058
H -5.244 -3.252 0.820
H 0.339 -1.032 -5.285
H 0.242 -1.651 -2.886
C 3.434 0.205 -0.293
*
```

No. 2
The following is a quantum chemistry calculation of a molecular structure, C22H28B2InNO16P in a non-equilibrium geometry, from the Open Molecules 2025 dataset.

Structure (ORCA input):
```
! wB97M-V def2-TZVPD RIJCOSX def2/J DEFGRID3
* xyz -1 1
O 2.984 -1.257 0.968
C -3.785 -1.638 8.951
C -3.968 -1.548 7.629
C 1.765 1.194 -9.375
B 2.236 -2.284 0.353
C -3.111 -2.309 6.666
H 1.149 0.549 -3.462
H -1.414 -3.671 6.504
C -0.667 5.949 -0.190
H -0.493 1.734 -6.791
H -0.087 2.217 -10.293
O 3.677 -0.158 -6.550
O 1.532 8.731 0.776
H 3.335 -0.182 -5.634
C -1.855 -3.226 8.531
H 3.766 -3.812 0.844
O 0.540 -4.067 -3.030
C -2.729 -2.487 9.494
C 2.843 0.584 -8.605
O 1.388 0.591 -5.368
H -1.698 -4.503 -0.474
C -0.201 7.298 0.127
H 2.312 4.234 0.342
O 3.212 6.637 0.863
C 2.819 -3.773 0.232
H 2.476 8.607 0.993
C 1.464 0.799 -6.561
C -1.887 -2.772 3.120
C 1.071 7.507 0.477
H -0.962 -3.869 10.029
H -1.940 -3.825 3.471
P -0.728 -3.143 -2.300
H -4.399 -1.095 9.657
O -0.052 1.633 -0.988
C -1.850 -4.496 -1.568
H 3.080 -4.026 -0.815
H -4.845 -0.891 6.131
O 1.832 1.373 -10.578
H -1.080 3.708 -0.576
H 3.736 0.296 -9.141
N 1.585 0.459 -2.541
O -3.328 -2.210 5.477
O -2.533 -2.613 10.690
O -1.811 5.713 -0.528
H -1.532 -5.475 -1.984
O -0.136 3.595 -0.354
H -0.921 8.102 0.064
H -1.771 -2.095 3.982
H 2.305 1.167 -2.394
H 2.141 -4.514 0.701
H 0.198 -2.218 2.683
C 2.710 0.397 -7.286
C 0.531 1.621 -8.645
C 0.395 1.432 -7.329
H -2.860 -2.522 2.649
B 0.579 0.452 -1.434
O -4.924 -0.778 7.099
C 0.315 4.821 -0.084
In 0.178 -1.613 -0.479
H 3.936 -1.440 0.876
C 2.059 6.384 0.556
O -0.430 2.201 -9.379
H -0.465 -3.446 1.571
C 1.593 5.037 0.265
C -2.039 -3.141 7.210
C -0.729 -2.496 2.112
O -0.879 -3.978 9.063
H -0.240 2.131 -1.801
O -1.084 -1.468 1.216
H 0.580 -3.823 -3.960
H -2.892 -4.288 -1.872
*
```

| no. | frontier orbital gap (eV) | electronic energy (Eh) | HOMO energy (eV) |
| --- | --- | --- | --- |
| 1 | 7.1 | -1716.6202 | -17.813 |
| 2 | 3.1 | -2694.9394 | -3.145 |